<A>
Here is a molecular structure, C16H28N3O4S from OMol25. Energies are from ωB97M-V with the def2-TZVPD basis set.

Net charge   +1
HOMO energy   -11.30 eV
LUMO energy   -2.14 eV
Orbital gap   9.164 eV

CARTESIAN COORDINATES (ANGSTROEM)
C: -0.61441 0.18117 5.05800
N: -0.42334 -1.24094 4.53007
S: 0.10614 -1.26318 2.98699
O: 0.65103 -0.01204 2.41124
O: 0.57269 -2.59033 2.36609
C: -1.59054 -1.08706 1.90483
C: -2.97673 -0.88372 2.16478
C: -3.43881 -0.94041 0.95630
C: -2.43998 -0.88081 -0.00682
C: -2.48697 -0.50785 -1.36553
O: -3.05262 0.23702 -1.94626
N: -1.09552 -0.92486 -2.00226
H: -0.82084 -1.67242 -1.50550
C: -0.75978 -0.38222 -3.15065
H: -0.06145 -1.22178 -3.67758
C: -0.35974 1.17687 -3.23507
H: -0.24259 1.32344 -4.24701
H: -1.21654 1.74399 -2.90513
N: 0.92764 1.28916 -2.21695
C: 0.45699 1.60797 -0.88923
H: 0.02590 0.48936 -0.63692
H: 1.37835 1.89222 -0.29675
H: -0.20281 2.35158 -0.74585
C: 1.92466 0.51060 -2.43556
H: 1.78590 -0.72185 -1.84507
C: 3.30723 0.68974 -1.95210
H: 3.12987 1.40889 -1.27126
C: 4.28706 1.25300 -3.09816
C: 3.68545 2.79485 -3.70229
H: 4.23320 2.97659 -4.50277
C: 2.34001 2.73289 -3.95137
H: 1.97822 1.89506 -4.79057
C: 1.35992 2.73993 -2.70150
H: 1.79411 3.13389 -1.99678
H: 0.40291 3.35290 -2.96058
H: 2.22281 3.77535 -4.34537
H: 3.99737 3.23398 -2.90682
H: 5.14061 1.57528 -2.78821
H: 4.13740 0.60651 -4.01788
H: 3.93894 -0.02792 -1.67850
H: 1.80233 0.10592 -3.41036
H: -1.64130 -0.13480 -3.89747
O: -1.30969 -0.94896 0.56525
H: -4.66162 -0.68681 0.73655
H: -3.20537 -1.15510 3.11993
C: 0.07068 -2.27637 5.37457
H: 0.30170 -3.05747 4.68983
H: -0.76424 -2.52189 6.06333
H: 1.17348 -1.94777 5.82934
H: -0.80743 0.89950 4.13237
H: -1.30356 0.00184 5.78111
H: 0.38123 0.46848 5.46541

Quick look at the natural (NBO) charges, all values in e: -0.408, -0.646, 2.178, -0.904, -0.855, 0.088, -0.343, -0.192, 0.072, 0.693, -0.499, -0.734, 0.405, -0.231, 0.234, -0.195, 0.229, 0.245, -0.265, -0.437, 0.271, 0.223, 0.228, -0.218, 0.227, -0.430, 0.191, -0.354, -0.402, 0.218, -0.423, 0.214, -0.152, 0.162, 0.234, 0.247, 0.202, 0.194, 0.199, 0.245, 0.241, 0.204, -0.380, 0.242, 0.250, -0.426, 0.247, 0.230, 0.200, 0.255, 0.215, 0.213

<B>
Here is a molecular structure, C16H28N3O4S from OMol25. Energies are from ωB97M-V with the def2-TZVPD basis set.

Net charge   +1
HOMO energy   -11.43 eV
LUMO energy   -2.72 eV
Orbital gap   8.714 eV

CARTESIAN COORDINATES (ANGSTROEM)
C: 4.81084 1.75258 1.49715
N: 4.14763 1.70916 0.18221
S: 4.27006 0.32704 -0.60837
O: 3.61374 0.31470 -1.92109
O: 5.40227 -0.56991 -0.53646
C: 2.84229 -0.78688 0.42143
C: 2.84782 -1.60036 1.66510
C: 1.61623 -1.97200 1.54272
C: 0.84401 -1.47962 0.51861
C: -0.43972 -1.81751 0.19776
O: -1.33604 -2.21052 0.89332
N: -0.93759 -1.11722 -1.08865
H: -0.08564 -0.93923 -1.63326
C: -1.99676 -1.57802 -1.63594
H: -1.78480 -1.84644 -2.85410
C: -3.27947 -0.72649 -1.53943
H: -2.84625 0.10906 -2.00183
H: -3.97800 -1.16396 -2.27992
N: -3.81127 -0.34594 -0.43335
C: -4.32376 -1.69286 0.36854
H: -4.92291 -1.56290 1.06083
H: -5.01002 -2.23461 -0.28546
H: -3.40753 -2.18274 0.59617
C: -3.08751 0.34166 0.74768
H: -2.37742 -0.28003 0.79312
C: -3.63576 1.11543 1.66530
H: -4.60364 0.40450 2.03695
C: -4.00551 2.69197 1.23490
C: -5.27576 2.61500 0.38837
H: -5.24901 3.65524 0.04371
C: -5.01023 1.89792 -1.02156
H: -4.09778 1.98323 -1.57284
C: -5.14519 0.33542 -0.65167
H: -5.86714 0.06208 0.16060
H: -5.68470 -0.27463 -1.51177
H: -5.75834 2.26314 -1.64704
H: -6.10573 2.38694 0.59606
H: -4.29949 3.11743 2.42820
H: -3.16410 3.03104 0.85854
H: -3.13942 1.26252 2.61018
H: -2.32035 0.89705 0.15532
H: -2.44413 -2.55483 -1.00084
O: 1.57588 -0.75706 -0.13961
H: 1.23874 -2.78759 2.46452
H: 3.68866 -1.59642 2.04112
C: 4.35319 2.79571 -0.69620
H: 3.79503 2.53105 -1.58887
H: 5.39016 2.91200 -0.82256
H: 3.76435 3.82963 -0.33312
H: 4.37789 2.72519 2.01059
H: 4.51577 0.93194 1.95902
H: 5.86107 1.77054 1.16948

Quick look at the natural (NBO) charges, all values in e: -0.395, -0.659, 2.254, -0.898, -0.865, 0.076, -0.291, -0.157, 0.062, 0.663, -0.592, -0.710, 0.411, -0.190, 0.225, -0.283, 0.217, 0.242, -0.209, -0.375, 0.191, 0.215, 0.259, -0.245, 0.253, -0.450, 0.195, -0.321, -0.362, 0.215, -0.420, 0.215, -0.224, 0.228, 0.230, 0.234, 0.179, 0.216, 0.195, 0.277, 0.210, 0.196, -0.360, 0.230, 0.229, -0.435, 0.254, 0.198, 0.219, 0.233, 0.202, 0.216

What are the relative energies? In hartree: <A> 0.0000; <B> 0.0366.

<A>
Here is a molecular structure, C14H56O14 from OMol25. Energies are from ωB97M-V with the def2-TZVPD basis set.

HOMO energy   -7.52 eV
LUMO energy   -0.35 eV
Orbital gap   7.173 eV

CARTESIAN COORDINATES (ANGSTROEM)
C: 18.66732 -15.47225 22.93907
O: 19.96772 -15.92406 23.33356
H: 18.35203 -16.00746 22.04338
H: 17.90777 -15.53345 23.71845
H: 18.78750 -14.42355 22.66729
H: 20.26726 -15.32268 24.01929
C: 16.05235 -13.93683 25.25500
O: 17.32493 -14.29035 24.74072
H: 15.79120 -12.97648 24.81046
H: 15.28162 -14.67342 25.02803
H: 16.13817 -13.86529 26.33925
H: 17.68172 -15.05919 25.19147
C: 21.22199 -12.97096 26.78489
O: 22.37790 -13.69420 27.28826
H: 21.45057 -12.38784 25.89281
H: 20.35679 -13.60045 26.57684
H: 20.90400 -12.33320 27.60966
H: 22.10947 -14.05038 28.13837
C: 20.17757 -10.15217 25.88173
O: 19.58879 -11.31456 25.36628
H: 20.55113 -9.56993 25.03939
H: 19.49292 -9.52669 26.45456
H: 20.92569 -10.50233 26.59292
H: 19.06538 -11.72405 26.05909
C: 18.05586 -12.85741 26.36475
O: 18.98669 -12.08254 27.00415
H: 17.22347 -13.18128 26.98949
H: 17.58137 -12.34077 25.53046
H: 18.49156 -13.77648 25.97287
H: 18.55671 -11.32926 27.41560
C: 22.00861 -11.65227 23.62927
O: 23.02431 -12.13729 24.55588
H: 22.50533 -11.06622 22.85601
H: 21.46322 -12.47083 23.15959
H: 21.32591 -10.98468 24.15494
H: 23.44900 -11.39579 24.99338
C: 16.96201 -12.70517 22.90724
O: 16.99237 -14.12331 22.72618
H: 16.76924 -12.11564 22.01092
H: 16.18655 -12.44544 23.62786
H: 17.88994 -12.35388 23.35849
H: 17.00588 -14.46710 23.62241
C: 20.48154 -13.65595 21.20067
O: 20.92883 -13.78527 19.88454
H: 19.51666 -13.15671 21.11183
H: 20.36007 -14.63983 21.65382
H: 21.08416 -13.05038 21.87760
H: 21.77808 -14.23202 19.91232
C: 23.39326 -14.37463 25.03358
O: 22.30188 -13.86769 24.27573
H: 24.34072 -14.18154 24.53048
H: 23.49747 -13.76308 25.92982
H: 23.39555 -15.42950 25.30808
H: 22.51580 -12.93721 24.17551
C: 23.65743 -15.59015 22.56709
O: 22.61941 -14.70931 22.52642
H: 23.29339 -16.60762 22.70964
H: 24.15441 -15.55438 21.59764
H: 24.30292 -15.41053 23.42685
H: 22.13825 -14.56580 23.34465
C: 18.65662 -10.24812 23.40906
O: 19.72611 -11.16745 23.35201
H: 18.86524 -9.37960 24.03376
H: 18.47433 -9.78656 22.43857
H: 17.73756 -10.79009 23.63198
H: 19.98566 -11.41261 24.24315
C: 21.74565 -15.96193 26.69736
O: 21.86794 -17.30180 26.99148
H: 22.36529 -15.57484 25.88846
H: 20.70527 -15.65309 26.59568
H: 21.97243 -15.33128 27.55699
H: 22.08898 -17.83264 26.22275
C: 18.89761 -16.06253 26.15568
O: 17.59193 -16.00572 25.61938
H: 19.48744 -16.41911 25.31125
H: 19.24811 -15.06041 26.40271
H: 18.97314 -16.66595 27.06026
H: 17.37929 -16.85587 25.22742
C: 19.89146 -13.59654 24.40733
O: 20.48107 -14.80329 24.91415
H: 20.04770 -12.69795 25.00417
H: 20.33412 -13.38335 23.43435
H: 18.81010 -13.60693 24.27079
H: 21.43177 -14.67747 24.95811

Quick look at the Mulliken charges, all values in e: -0.879, -0.666, 0.335, 0.292, -0.146, -0.573, -0.936, -0.605, 0.207, 0.262, 0.515, 0.862, -0.927, -0.577, 0.281, 1.038, 0.552, 0.446, -1.583, -0.246, 0.518, 0.476, 0.223, 0.596, -0.512, -0.533, 0.456, 0.530, -0.021, 0.800, 0.155, -0.525, 0.614, -0.339, 0.009, 0.595, -0.704, -0.779, 0.449, 0.246, -0.382, 1.118, 0.096, -0.682, 0.144, 0.319, 0.962, 0.387, -2.086, -0.685, 0.483, 0.834, 0.728, 0.640, -1.119, -0.384, 0.298, 0.332, 0.358, 1.282, -0.680, -0.349, 0.241, 0.427, 0.133, -1.423, 0.894, -0.636, -1.245, -0.763, -0.029, 0.400, -1.803, -0.385, 0.600, 1.098, 0.693, 0.486, 0.611, -0.410, 0.353, -0.977, -0.277, 0.491

<B>
Here is 14 unconnected molecules or ions with the total composition C14H56O14 from OMol25. Energies are from ωB97M-V with the def2-TZVPD basis set.

HOMO energy   -10.25 eV
LUMO energy   0.15 eV
Orbital gap   10.401 eV

CARTESIAN COORDINATES (ANGSTROEM)
C: -3.77033 -9.24721 -2.19055
O: -3.03689 -8.04355 -2.04062
H: -4.83738 -9.02513 -2.17727
H: -3.52385 -9.83207 -3.07671
H: -3.50776 -9.91993 -1.37410
H: -3.30915 -7.73042 -1.17492
C: -4.88517 -4.17874 3.28437
O: -4.82912 -5.43330 2.56436
H: -5.56914 -3.41632 2.91153
H: -5.20007 -4.39238 4.30578
H: -3.88561 -3.74500 3.25485
H: -4.31134 -6.07824 3.05174
C: 3.49597 0.14882 -7.09775
O: 2.07541 0.01675 -7.10425
H: 3.83822 0.19571 -8.13156
H: 3.75630 1.16257 -6.79341
H: 3.99760 -0.63497 -6.53016
H: 1.85156 -0.84819 -6.75299
C: 3.45323 6.71462 -0.48008
O: 3.05225 7.99161 -0.01742
H: 3.81253 6.71816 -1.50915
H: 4.31723 6.40411 0.10745
H: 2.73698 5.89513 -0.42082
H: 3.49129 8.63758 -0.57559
C: -0.18080 -5.68631 -6.84427
O: -0.25015 -4.76424 -5.74008
H: -1.11613 -6.23795 -6.93903
H: -0.06607 -5.12618 -7.77228
H: 0.63812 -6.36637 -6.60978
H: -0.81784 -5.19745 -5.09847
C: -2.22062 -0.26929 7.58930
O: -3.57466 0.06266 7.79570
H: -2.16575 -1.29674 7.22951
H: -1.70497 0.28195 6.80296
H: -1.65117 -0.11184 8.50528
H: -3.62554 0.98626 7.53887
C: 3.93438 -1.80909 4.22665
O: 3.87402 -0.54633 3.45459
H: 3.26962 -1.71758 5.08562
H: 3.66747 -2.66730 3.60994
H: 4.94564 -1.94624 4.60957
H: 3.02489 -0.46010 3.01513
C: 6.97356 1.33502 -2.07521
O: 7.93626 1.76824 -3.01623
H: 6.94600 0.24780 -2.14800
H: 7.32792 1.72018 -1.11909
H: 5.96491 1.69247 -2.28247
H: 8.76139 1.30829 -2.84531
C: 3.58559 -8.02145 -0.69773
O: 4.82962 -7.74693 -0.02188
H: 3.74751 -8.55849 -1.63232
H: 3.04008 -8.73907 -0.08492
H: 2.89375 -7.17974 -0.72905
H: 5.28272 -8.59324 -0.02942
C: -2.24023 4.34197 -6.16744
O: -1.67561 3.46596 -5.22402
H: -2.85112 5.17777 -5.82635
H: -1.42739 4.78700 -6.74132
H: -2.84633 3.79939 -6.89294
H: -1.02020 3.00244 -5.75049
C: -0.61232 -0.61253 -0.53366
O: -0.60624 0.20506 0.65528
H: 0.06320 -0.36032 -1.35109
H: -0.44509 -1.64737 -0.23494
H: -1.62634 -0.55417 -0.92920
H: -0.99452 1.05080 0.41957
C: -5.41035 4.74018 4.96246
O: -4.90540 4.71105 6.28201
H: -4.78134 4.13044 4.31386
H: -6.42142 4.34551 4.86213
H: -5.46854 5.76033 4.58297
H: -4.02896 5.09860 6.33913
C: 0.61195 5.63622 5.47578
O: 0.15949 5.81191 6.80237
H: 0.36973 6.49586 4.85091
H: 1.69318 5.76950 5.51133
H: 0.35116 4.65607 5.07653
H: 0.43797 5.13059 7.41869
C: -3.21361 6.55566 -0.46093
O: -2.86162 5.17884 -0.49256
H: -2.85483 7.03553 -1.37148
H: -4.29731 6.66109 -0.41029
H: -2.82857 7.13614 0.37747
H: -2.75186 4.76991 -1.35415

Quick look at the Mulliken charges, all values in e: -0.524, -0.489, 0.239, 0.230, 0.238, 0.306, -0.486, -0.508, 0.231, 0.234, 0.232, 0.297, -0.482, -0.505, 0.216, 0.205, 0.257, 0.309, -0.534, -0.495, 0.242, 0.250, 0.228, 0.310, -0.491, -0.486, 0.243, 0.204, 0.227, 0.303, -0.530, -0.484, 0.216, 0.245, 0.243, 0.309, -0.451, -0.512, 0.228, 0.232, 0.207, 0.296, -0.449, -0.518, 0.226, 0.228, 0.206, 0.308, -0.529, -0.493, 0.239, 0.249, 0.239, 0.296, -0.569, -0.475, 0.237, 0.245, 0.256, 0.307, -0.531, -0.488, 0.248, 0.219, 0.257, 0.295, -0.509, -0.511, 0.240, 0.236, 0.241, 0.304, -0.500, -0.517, 0.228, 0.269, 0.223, 0.298, -0.480, -0.512, 0.227, 0.233, 0.222, 0.309

What are the relative energies? In hartree: <A> 1.1314; <B> 0.0000.